No. 1
Molecular formula: C4H12
Method: DFT, ωB97M-V/def2-TZVPD

The geometry in ORCA input format:
```
! wB97M-V def2-TZVPD RIJCOSX def2/J DEFGRID3
* xyz 0 1
C -2.2649 -0.7139 0.0370
C -1.6546 -0.7114 1.4691
H -3.3608 -0.9677 -0.0420
H -2.1963 0.2821 -0.4328
H -1.7806 -1.4784 -0.5551
H -1.1553 -1.6219 1.7969
H -0.7620 -0.0907 1.4152
H -2.2194 -0.3026 2.2507
C 1.6540 0.7264 -0.0529
C 2.2442 0.6967 -1.4027
H 2.1957 1.3446 0.6454
H 0.7205 1.2430 -0.0754
H 1.7225 -0.3090 0.1954
H 2.9313 -0.1401 -1.5643
H 2.5391 1.6766 -1.7333
H 1.4932 0.3778 -2.2034
*
```

Results
HOMO energy	-11.107	eV
gap between HOMO and LUMO	12.23	eV
SMILES string	CC.CC

These are the Mulliken partial charges, in e, on atoms 1 to 4: -0.7724 -0.7246 0.2939 0.2392



No. 2
Molecular formula: C30H45NO3P2SV
Method: DFT, ωB97M-V/def2-TZVPD

The geometry in ORCA input format:
```
! wB97M-V def2-TZVPD RIJCOSX def2/J DEFGRID3
* xyz 1 3
V -0.1031 0.1466 0.1815
C -0.9917 -1.5980 0.9065
C 0.3247 -1.8455 0.3560
C 0.5483 -0.4359 2.1957
C -0.8365 -0.7519 2.0542
C 1.2756 -1.0922 1.1455
C -2.2923 -2.1697 0.4520
H -2.2218 -2.5663 -0.5681
H -3.0836 -1.4060 0.4804
H -2.6101 -2.9896 1.1151
C -1.9008 -0.4416 3.0519
H -2.8868 -0.3990 2.5797
H -1.7097 0.5226 3.5385
H -1.9321 -1.2090 3.8377
C 1.1491 0.2961 3.3450
H 1.3590 -0.3921 4.1801
H 0.4599 1.0661 3.7152
H 2.0840 0.7881 3.0612
C 2.7601 -1.0669 1.0052
H 3.2302 -1.7158 1.7605
H 3.1552 -0.0527 1.1629
H 3.0811 -1.4178 0.0174
C 0.6591 -2.8637 -0.6778
H 0.8708 -3.8283 -0.1931
H 1.5512 -2.5836 -1.2453
H -0.1720 -3.0232 -1.3721
C -1.7650 1.4391 -6.4515
C -1.8306 0.1019 -6.5016
C -1.0570 -0.7840 -7.4305
C 0.3602 -0.3054 -7.8353
C 1.2136 0.1587 -6.6872
C 1.2641 1.3940 -6.1720
C 0.5117 2.5862 -6.6872
C -0.8876 2.3192 -7.2943
H -1.6366 -0.9550 -8.3522
H 0.2900 0.4260 -8.6516
H -0.9441 -1.7697 -6.9578
H -0.7900 1.9692 -8.3308
H -2.4518 1.9846 -5.7927
H -2.6056 -0.4102 -5.9158
H -1.3856 3.3013 -7.3511
H 0.3793 3.2954 -5.8589
H 2.0134 1.6194 -5.4003
H 1.1134 3.1135 -7.4456
H 0.8608 -1.1893 -8.2641
H 1.8933 -0.6106 -6.2978
P -1.2958 0.3435 -2.1032
C -2.8412 1.2124 -2.4237
C -1.3787 -1.0585 -3.2666
P 1.5389 0.9084 -1.7470
C 0.0668 1.4088 -2.7724
C 2.3473 -0.3469 -2.8065
C 2.6972 2.3014 -1.8483
H -2.9948 1.9548 -1.6332
H -3.6535 0.4762 -2.3761
H -2.8070 1.6812 -3.4175
H -1.4248 -0.6882 -4.2986
H -2.2993 -1.6137 -3.0400
H -0.5229 -1.7348 -3.1601
H 3.0702 2.3733 -2.8798
H 3.5227 2.0918 -1.1564
H 2.2072 3.2331 -1.5483
H -0.1542 2.4668 -2.5674
H 0.2364 1.2413 -3.8487
H 3.3351 -0.5487 -2.3704
H 2.4646 0.0378 -3.8299
H 1.7812 -1.2853 -2.8357
O -2.8740 1.6797 0.8934
C -1.8894 2.3692 1.2273
N -0.5995 2.0709 0.8131
S 0.5148 3.3147 1.0519
O 1.7055 2.8127 1.7025
O 0.6515 4.0555 -0.1817
C -0.5726 4.0805 2.1948
C -0.2409 5.0475 3.1375
C -1.2420 5.4358 4.0453
C -2.5517 4.9207 3.9351
C -2.8756 3.9853 2.9546
C -1.8472 3.5279 2.1271
H 0.7545 5.4667 3.1529
H -0.9962 6.1488 4.8259
H -3.3119 5.2402 4.6482
H -3.8881 3.5810 2.8335
*
```

Results
HOMO energy (alpha / beta)	-11.428 / -11.450	eV
gap between HOMO and LUMO (alpha / beta)	7.85 / 8.30	eV

These are the Mulliken partial charges, in e, on atoms 1 to 4: -0.7735 0.8550 1.1475 0.6264



No. 3
Molecular formula: C18H32NO2P2V
Method: DFT, ωB97M-V/def2-TZVPD

The geometry in ORCA input format:
```
! wB97M-V def2-TZVPD RIJCOSX def2/J DEFGRID3
* xyz 1 2
C 0.5803 -0.4797 -3.9534
C 0.9595 -0.6253 -2.6117
N 0.1522 -1.1631 -1.6954
C -1.0362 -1.6377 -2.1009
C -1.4656 -1.5690 -3.4292
C -0.6531 -0.9577 -4.3747
C 2.3530 -0.1180 -2.2556
P 3.0164 -0.3484 -0.5834
V -0.2516 -0.1994 2.1744
P -2.2168 -1.2514 0.4134
C -1.9547 -2.2746 -1.0681
O 2.0467 5.8757 -2.8767
O 0.5112 2.3156 -1.2431
H 1.2824 0.0052 -4.6317
H -2.4445 -1.9788 -3.6730
H -0.9709 -0.8531 -5.4066
C 1.7548 -0.1346 0.6919
C 3.8408 -1.9428 -0.4490
H -2.9433 -2.4814 -1.5046
H -1.5289 -3.2257 -0.7077
H 2.3851 0.9031 -2.4428
H 3.0681 -0.5932 -2.9495
C -3.7191 -1.7942 1.2370
C -2.4228 0.4580 -0.1304
H 4.0003 0.6363 -0.3339
H 1.0556 3.1185 -1.1487
H 2.5422 6.6447 -2.7206
H 2.2559 5.6335 -3.7935
H -1.0541 -1.6945 1.1850
H -0.4052 2.6930 -1.5212
H 2.2767 0.4368 1.4772
H 0.9224 0.4702 0.2906
H 1.3829 -1.1099 1.0816
H 3.1071 -2.7553 -0.3514
H 4.4706 -2.1094 -1.3349
H 4.4834 -1.9075 0.4425
H -3.2234 0.4928 -0.8861
H -2.7173 1.1214 0.6954
H -1.5104 0.8657 -0.5916
H -4.5172 -1.0527 1.0989
H -4.0478 -2.7572 0.8245
H -3.5332 -1.9153 2.3101
C -0.3839 2.1645 1.9314
C -0.4616 1.4990 3.2094
C 0.7431 0.9327 3.6868
C 0.7843 -0.4056 4.0481
C -0.3927 -1.1440 4.0919
C -1.6140 -0.5247 3.8598
C -1.6567 0.7844 3.4238
H -1.2883 2.6621 1.5692
H 0.5414 2.6986 1.7042
H 1.6552 1.5091 3.5819
H 1.7243 -0.8981 4.2765
H -0.3577 -2.1980 4.3431
H -2.5357 -1.0773 3.9905
H -2.5891 1.2568 3.1303
*
```

Results
HOMO energy (alpha / beta)	-7.750 / -7.529	eV
gap between HOMO and LUMO (alpha / beta)	5.33 / 5.10	eV

These are the Mulliken partial charges, in e, on atoms 1 to 4: -0.8529 0.5809 0.1050 0.4770



No. 4
Molecular formula: CH5ClS
Method: DFT, ωB97M-V/def2-TZVPD

The geometry in ORCA input format:
```
! wB97M-V def2-TZVPD RIJCOSX def2/J DEFGRID3
* xyz 0 1
C 0.4188 -0.5274 1.8351
H 1.1692 -0.4718 -1.9689
H -0.6404 -1.1720 -2.1321
H 0.9833 0.0522 2.5644
H -0.4075 -1.0429 2.3231
H 1.0714 -1.2477 1.3440
S -0.0384 -0.1750 -1.4677
Cl -0.2397 0.5792 0.6084
*
```

Results
HOMO energy	-7.503	eV
gap between HOMO and LUMO	8.42	eV

These are the Mulliken partial charges, in e, on atoms 1 to 4: -0.4917 0.1499 0.1367 0.2405



no.,F_max (eV/A),E (eV)
1,3.3,-4341.6826
2,5.3,-94568.5396
3,2.7,-69024.0168
4,7.7,-24472.7543